{"formula": "C38H51Cl18IN3O6S", "method": "the ωB97M-V functional and the def2-TZVPD basis", "molar_mass_g_mol": 1443.0, "gap_ev": 8.5, "e_above_lowest_kj_mol": 500.2, "homo_ev": -11.315, "lumo_ev": -2.81, "e_tot_ha": -11073.21291, "charge": 1, "max_force_ha_per_bohr": 0.09603, "elements": ["Cl", "Cl", "C", "H", "O", "H", "H", "H", "S", "Cl", "H", "H", "H", "H", "N", "H", "N", "O", "H", "H", "C", "H", "Cl", "Cl", "H", "C", "H", "Cl", "H", "H", "C", "H", "C", "C", "H", "C", "C", "Cl", "C", "N", "C", "I", "H", "C", "C", "Cl", "H", "H", "C", "H", "H", "C", "C", "C", "C", "C", "O", "Cl", "H", "H", "Cl", "Cl", "H", "C", "O", "Cl", "H", "C", "H", "C", "H", "H", "H", "C", "Cl", "C", "C", "C", "H", "H", "H", "H", "C", "O", "H", "H", "C", "C", "H", "H", "H", "C", "Cl", "C", "H", "H", "Cl", "H", "H", "Cl", "C", "C", "H", "C", "C", "C", "H", "H", "C", "O", "H", "Cl", "H", "H", "Cl", "C", "C", "H"], "coordinates": [[-0.40, 4.57, -6.58], [9.59, 0.74, 2.09], [-5.40, -6.65, -1.07], [1.33, -1.99, -3.31], [-2.93, -2.84, -3.80], [-3.12, 3.36, 1.03], [-1.75, -1.07, -2.27], [-1.15, 6.23, 0.05], [1.97, 2.42, 2.27], [-3.13, 5.89, 5.53], [-0.54, -4.61, -0.45], [0.76, 2.25, 6.69], [4.38, 2.04, 1.80], [-2.62, -4.62, -0.31], [0.65, -3.02, -1.38], [1.43, 2.35, 5.04], [1.97, -1.77, 0.22], [-2.21, -2.19, -0.47], [-5.25, 3.26, -3.14], [10.78, 2.23, 3.47], [3.70, -3.11, -1.16], [1.10, -0.14, 1.30], [-4.09, 3.13, 5.55], [-0.20, 4.38, -1.06], [-6.06, -7.37, -0.53], [1.30, 4.91, -6.25], [0.38, -6.76, -3.14], [5.87, -3.51, -2.78], [-4.93, 4.98, 6.74], [2.87, 1.15, -0.13], [-4.63, -5.34, -3.13], [7.71, 1.54, -1.02], [-3.41, -0.17, 0.62], [0.52, 2.30, 5.63], [3.08, -2.79, -2.03], [7.11, 1.61, -0.12], [0.54, -4.35, -0.69], [-6.43, 4.88, -1.91], [-0.30, 5.58, 0.24], [-0.24, -1.06, -0.66], [-4.33, -6.00, -0.32], [0.05, 1.69, -3.97], [-5.36, 2.84, -1.41], [-3.78, 0.53, 3.06], [-3.94, 4.63, 6.47], [5.70, 2.62, -0.44], [2.45, -1.01, 2.12], [-3.89, -1.60, 2.28], [-0.50, -2.80, -2.32], [11.43, 2.18, 1.82], [3.73, -4.24, -1.20], [0.29, -6.65, -2.02], [0.90, 0.63, -2.25], [3.21, 0.44, 0.68], [5.22, -2.68, -1.28], [10.52, 2.20, 2.42], [0.85, -4.29, -4.90], [-0.81, -2.77, -6.23], [0.95, 1.57, 2.63], [7.70, 2.06, 0.68], [9.60, 3.65, 2.01], [-3.57, 4.32, -1.87], [-6.38, -6.77, -3.04], [3.11, -2.74, 0.26], [-1.17, -3.95, -2.82], [-4.98, 8.61, 4.59], [3.57, 0.70, 2.83], [2.11, -0.58, 1.14], [-3.36, 4.44, 7.37], [-5.19, 3.65, -2.13], [1.61, 4.34, -5.37], [0.62, -7.62, -1.56], [0.61, 6.17, 0.26], [-3.41, -5.05, -0.97], [-0.44, 3.75, 5.33], [-1.30, -1.74, -1.48], [-5.02, 9.47, 6.13], [-2.53, -3.72, -3.09], [2.87, -3.67, 0.85], [-0.22, -1.31, -3.92], [5.78, -3.13, -0.41], [4.15, -0.11, 0.38], [-3.72, -0.52, 2.03], [-4.12, -1.26, -1.35], [1.05, -4.34, 0.31], [1.89, 4.60, -7.11], [0.91, -1.90, -0.51], [3.49, 1.39, 1.94], [1.85, -5.04, -2.36], [3.95, -2.25, 0.84], [-3.98, 0.28, 4.13], [0.30, -2.27, -3.63], [1.57, 6.63, -5.95], [-3.23, 1.26, 0.35], [-3.00, 1.56, -0.71], [0.27, 1.02, -0.17], [6.64, -0.03, 0.37], [-0.79, -6.45, -1.79], [-3.57, 2.77, 3.53], [-0.37, 0.84, 5.17], [-0.06, 0.37, -1.03], [-3.30, -1.26, -0.49], [-4.00, 9.71, 6.42], [1.26, -5.50, -1.52], [0.25, -3.27, -4.83], [-5.55, -6.29, -2.48], [2.03, -6.00, -0.86], [5.34, -1.57, -1.31], [-3.53, -4.69, -2.40], [2.05, 0.33, -2.32], [-1.07, 0.75, -1.33], [-0.52, 4.82, 1.82], [-4.18, -6.25, 0.76], [-5.59, 10.39, 6.00], [-5.77, 8.50, 7.40], [-3.29, 2.31, 1.36], [-3.56, 1.95, 2.76], [-4.80, -5.14, -4.21]], "mulliken_charge": [-0.15, -0.12, -0.44, 0.26, -0.49, 0.39, 1.24, 0.35, -0.11, -0.15, -0.53, 0.37, 0.37, 0.16, 1.07, 0.20, 0.50, -0.18, 0.35, 0.28, 0.05, 0.47, -0.09, -0.07, 0.37, -0.08, 0.22, -0.21, 0.34, 0.16, -0.67, 0.40, 0.52, -0.36, 0.10, 0.03, 0.30, -0.16, -0.62, 0.30, -0.89, 0.04, 0.14, -0.27, -0.40, -0.14, 0.53, 0.42, 0.10, 0.28, 0.21, -0.97, -0.52, 1.41, -0.46, -0.26, -0.41, -0.19, 0.09, -0.10, -0.15, -0.10, 0.35, -1.34, -0.11, -0.14, 0.36, -1.78, 0.31, -0.21, 0.06, 0.34, 0.36, 0.35, -0.04, -1.18, -0.27, 0.51, 0.40, 0.17, 0.37, -0.89, -0.44, -0.46, 0.73, 0.30, -0.62, -0.68, 0.24, 0.88, 0.35, -0.49, -0.15, -0.10, 0.31, 0.01, -0.15, 0.13, 0.07, -0.15, 0.62, 0.09, 0.25, -0.59, 0.40, -0.58, 0.41, 0.20, 0.50, -0.39, -0.02, -0.03, 0.36, 0.31, -0.15, -0.96, 0.07, 0.38]}



{"formula": "C2H3N2O2", "method": "the ωB97M-V functional and the def2-TZVPD basis", "molar_mass_g_mol": 87.1, "gap_ev": 6.9, "smiles": "O=C([O-])N1CN1", "e_above_lowest_kj_mol": 337.1, "homo_ev": -2.891, "lumo_ev": 4.00, "e_tot_ha": -337.88100, "charge": -1, "max_force_ha_per_bohr": 0.18622, "elements": ["O", "H", "C", "N", "H", "O", "N", "C", "H"], "coordinates": [[1.76, -1.48, -0.04], [-1.10, 1.60, -0.61], [1.39, -0.34, -0.03], [0.16, 0.13, -0.42], [-1.09, -0.88, 1.24], [2.37, 1.02, 0.14], [-0.68, 1.06, 0.20], [-1.02, -0.34, 0.13], [-1.80, -0.77, -0.61]], "nbo_charge": [-0.66, 0.32, 0.86, -0.35, 0.17, -0.99, -0.41, -0.10, 0.16]}



{"formula": "C32H46AuN2O4PS", "method": "the ωB97M-V functional and the def2-TZVPD basis", "s2": 2.01, "molar_mass_g_mol": 782.7, "gap_ev": [6.6, 7.7], "multiplicity": 3, "e_above_lowest_kj_mol": 0.0, "homo_ev": [-6.438, -8.176], "lumo_ev": [0.15, -0.45], "e_tot_ha": -2532.59197, "charge": 0, "max_force_ha_per_bohr": 0.01261, "elements": ["H", "H", "H", "C", "O", "C", "N", "H", "S", "H", "C", "H", "H", "H", "C", "C", "H", "H", "O", "C", "H", "H", "H", "H", "C", "N", "H", "C", "H", "H", "C", "H", "O", "C", "H", "H", "H", "H", "C", "H", "C", "Au", "C", "C", "H", "H", "H", "H", "H", "O", "C", "H", "C", "C", "C", "H", "H", "C", "H", "C", "C", "C", "H", "H", "C", "H", "P", "H", "H", "H", "H", "C", "H", "C", "H", "H", "C", "H", "H", "C", "C", "C", "C", "H", "C", "C", "H"], "coordinates": [[1.29, 4.05, -4.06], [6.66, 2.22, 7.27], [-0.57, -4.76, -2.83], [-4.21, 1.69, -1.07], [-0.04, 2.92, -5.76], [-4.78, -0.60, -0.14], [0.67, 2.07, -3.73], [-2.64, -6.05, -2.11], [5.77, 3.95, 4.31], [-0.83, -1.16, -4.36], [-5.34, 0.76, -0.58], [-2.23, 1.58, -1.89], [2.79, -0.28, 1.81], [5.33, 3.32, 7.60], [-0.85, -4.87, -1.77], [0.09, 2.00, -4.96], [3.02, -1.97, 2.24], [-6.08, 0.61, -1.37], [0.15, 5.45, -2.11], [2.78, 3.28, 1.69], [6.28, 1.82, 2.44], [2.02, -1.17, 4.21], [-1.90, 1.02, 0.36], [-5.86, 1.22, 0.26], [2.44, 1.62, -0.09], [-0.86, -0.16, -4.19], [0.25, 0.12, 1.11], [-2.37, 0.21, -0.22], [1.80, 3.68, 1.47], [0.50, 0.08, -5.75], [1.74, 1.13, -0.95], [-1.35, -2.35, 1.86], [-1.01, 3.51, -1.67], [1.42, -0.99, 3.32], [6.79, 3.93, 6.81], [-0.30, -5.73, -1.40], [-0.24, -3.89, 0.05], [4.91, 0.87, 0.61], [0.19, -1.89, 3.30], [3.17, 4.63, 3.31], [3.26, 2.20, 0.93], [0.33, 0.44, -2.28], [4.53, 1.69, 1.20], [-0.28, 4.37, -2.03], [-4.55, 2.30, -1.90], [-1.12, 0.69, -6.13], [-3.30, -4.21, -3.42], [-3.67, 0.20, 1.51], [1.91, -1.40, -0.07], [4.87, 1.70, 5.39], [-2.97, 0.91, -1.46], [1.09, 0.06, 3.38], [1.40, -1.64, 0.86], [-2.36, -5.09, -1.68], [-3.48, -0.43, 0.64], [0.51, -2.93, 3.16], [-2.27, -2.77, -0.21], [2.26, -1.20, 2.06], [-5.52, -1.13, 0.47], [5.30, 2.23, 2.22], [4.80, 3.28, 2.99], [-1.55, -2.54, -1.01], [-2.64, -5.14, -0.62], [-3.18, -1.40, 1.05], [-3.11, -3.95, -2.38], [-1.82, 0.08, -3.97], [-0.90, -0.84, -0.64], [-4.08, -3.80, -1.91], [-3.93, 2.39, -0.28], [-0.35, -1.85, 4.24], [-2.97, -1.80, -2.50], [6.12, 3.08, 6.89], [-3.25, 0.17, -2.23], [0.04, -0.94, 0.94], [-1.45, -0.72, 2.50], [-4.60, -1.24, -1.01], [-2.30, -2.64, -2.34], [0.48, -3.21, -1.40], [1.84, 3.23, -2.47], [1.18, 3.26, -3.33], [5.49, 2.72, 5.58], [3.55, 3.81, 2.71], [-0.44, -3.61, -0.99], [1.26, -2.72, 0.89], [-0.37, 0.60, -5.34], [-0.75, -1.49, 2.15], [-1.57, -2.63, -3.15]], "lowdin_spin": [0.03, 0.00, 0.00, 0.00, 0.09, 0.00, 0.24, 0.00, 0.00, 0.00, 0.00, 0.00, 0.00, 0.00, 0.00, 0.08, 0.00, 0.00, 0.09, 0.00, 0.00, 0.00, 0.00, 0.00, 0.02, 0.08, 0.00, 0.02, 0.00, 0.00, 0.13, 0.00, 0.07, 0.00, 0.00, 0.00, 0.00, 0.00, 0.00, 0.00, 0.00, 0.47, 0.00, 0.07, 0.00, 0.00, 0.00, 0.00, 0.00, 0.00, 0.00, 0.00, 0.00, 0.00, 0.01, 0.00, 0.00, 0.00, 0.00, 0.00, 0.00, 0.02, 0.00, 0.00, 0.00, 0.00, 0.09, 0.00, 0.00, 0.00, 0.00, 0.00, 0.00, 0.00, 0.00, 0.00, 0.00, 0.00, 0.03, 0.41, 0.00, 0.00, 0.00, 0.00, 0.01, 0.00, 0.00]}



{"formula": "C5H14N2S", "method": "the ωB97M-V functional and the def2-TZVPD basis", "molar_mass_g_mol": 134.2, "gap_ev": 9.3, "smiles": "C[C@H](CCS)NCN", "e_above_lowest_kj_mol": 63.0, "homo_ev": -8.322, "lumo_ev": 0.98, "e_tot_ha": -706.56612, "charge": 0, "max_force_ha_per_bohr": 0.03448, "elements": ["C", "H", "C", "C", "H", "H", "H", "H", "N", "H", "H", "H", "S", "C", "H", "H", "H", "H", "C", "H", "H", "N"], "coordinates": [[-0.24, -0.53, -0.08], [1.19, -2.12, 0.09], [-1.18, -1.58, 0.61], [1.96, -0.81, -1.43], [1.73, 0.15, -1.89], [-0.66, -2.11, 1.42], [-1.73, -2.23, -0.05], [4.29, -0.02, -1.10], [-1.98, 2.37, 1.19], [-0.65, 2.47, -0.46], [-0.68, -0.25, -1.03], [1.76, -0.59, 0.69], [3.72, -1.24, -1.28], [1.21, -1.05, -0.14], [-1.90, 1.29, -0.54], [-1.87, 3.37, 1.30], [-1.86, -0.94, 1.19], [-0.32, 0.65, 1.68], [-1.18, 1.75, 0.17], [1.60, -1.46, -2.23], [-2.94, 2.13, 1.22], [-0.26, 0.74, 0.68]], "nbo_charge": [-0.04, 0.20, -0.63, -0.52, 0.22, 0.21, 0.21, 0.13, -0.86, 0.17, 0.19, 0.22, -0.05, -0.42, 0.15, 0.37, 0.21, 0.37, -0.04, 0.21, 0.37, -0.66]}



{"formula": "C5H8O", "method": "the ωB97M-V functional and the def2-TZVPD basis", "molar_mass_g_mol": 84.1, "gap_ev": 9.5, "e_above_lowest_kj_mol": 417.6, "homo_ev": -8.411, "lumo_ev": 1.13, "e_tot_ha": -270.39884, "charge": 0, "max_force_ha_per_bohr": 0.03741, "elements": ["H", "C", "H", "H", "O", "C", "H", "C", "C", "H", "H", "H", "C", "H"], "coordinates": [[-2.38, -1.02, 0.38], [0.50, 0.90, -0.91], [-0.30, 1.31, -1.51], [-2.12, 0.47, 1.30], [0.34, -0.41, 1.46], [-1.85, -0.06, 0.38], [2.31, -1.07, 0.98], [1.53, -0.39, 0.64], [0.67, -0.56, -0.65], [-2.19, 0.52, -0.48], [1.70, 0.72, 0.55], [1.45, 1.39, -1.18], [-0.36, -0.16, 0.31], [0.74, -1.38, -1.35]], "nbo_charge": [0.22, -0.55, 0.20, 0.23, -0.50, -0.65, 0.20, -0.08, -0.33, 0.23, 0.21, 0.21, 0.39, 0.21]}